This record from the OMol25 dataset describes C32H33O2Sn as an isolated structure. The level of theory is ωB97M-V with the def2-TZVPD basis set.

Each line ends with the natural charge from an NBO analysis.
Geometry (Å):
C1 4.959 4.789 -0.685  -0.252
O1 4.841 3.520 -1.361  -0.508
C2 3.636 2.896 -1.381  0.303
C3 3.623 1.563 -1.851  -0.274
C4 2.604 0.729 -1.449  -0.190
C5 1.530 1.214 -0.682  0.060
C6 0.586 0.176 -0.067  -0.316
C7 -0.904 0.580 -0.029  0.097
C8 -1.833 -0.311 -0.579  -0.207
C9 -3.196 -0.050 -0.527  -0.256
C10 -3.648 1.134 0.067  0.266
O2 -5.026 1.291 0.203  -0.514
C11 -5.713 2.258 -0.530  0.317
C12 -6.790 1.794 -1.294  -0.256
C13 -7.432 2.673 -2.162  -0.200
C14 -7.049 4.016 -2.209  -0.246
C15 -6.037 4.484 -1.368  -0.195
C16 -5.352 3.607 -0.516  -0.273
C17 -2.745 2.034 0.629  -0.294
C18 -1.382 1.710 0.643  -0.158
C19 1.429 2.587 -0.456  -0.226
C20 2.468 3.442 -0.815  -0.327
H1 6.019 5.033 -0.768  0.193
H2 4.354 5.558 -1.186  0.171
H3 4.667 4.716 0.373  0.184
H4 4.485 1.199 -2.401  0.217
H5 2.663 -0.340 -1.682  0.225
H6 0.638 -0.690 -0.745  0.214
H7 -1.484 -1.246 -1.028  0.220
H8 -3.914 -0.754 -0.943  0.217
H9 -7.063 0.743 -1.214  0.227
H10 -8.233 2.294 -2.796  0.210
H11 -7.552 4.698 -2.894  0.209
H12 -5.763 5.539 -1.366  0.210
H13 -4.566 3.961 0.150  0.225
H14 -3.101 2.958 1.087  0.204
H15 -0.709 2.353 1.215  0.200
H16 0.555 3.022 0.027  0.209
H17 2.402 4.503 -0.586  0.207
C21 1.874 -6.118 1.012  -1.094
Sn1 0.468 -4.515 0.765  1.164
C22 0.610 -3.657 -1.185  -1.073
C23 -1.487 -5.075 1.437  -1.074
C24 1.038 -2.506 2.170  -0.348
C25 2.436 -2.154 1.852  0.072
C26 2.479 -0.843 1.380  -0.050
C27 3.724 -0.270 1.123  -0.201
C28 4.854 -1.099 1.045  -0.270
C29 4.776 -2.450 1.411  -0.235
C30 3.569 -2.976 1.872  -0.259
C31 1.042 -0.269 1.291  -0.242
C32 0.233 -1.440 1.779  -0.584
H18 1.782 -6.526 2.026  0.212
H19 1.626 -6.896 0.276  0.202
H20 2.891 -5.749 0.840  0.220
H21 -0.121 -2.847 -1.285  0.212
H22 1.627 -3.270 -1.327  0.227
H23 0.400 -4.455 -1.913  0.207
H24 -2.137 -4.193 1.439  0.226
H25 -1.878 -5.836 0.749  0.206
H26 -1.407 -5.492 2.449  0.216
H27 0.788 -3.276 2.904  0.210
H28 3.820 0.802 0.964  0.204
H29 5.801 -0.680 0.702  0.196
H30 5.663 -3.083 1.359  0.195
H31 3.475 -4.001 2.241  0.208
H32 0.945 0.603 1.965  0.165
H33 -0.857 -1.411 1.835  0.194

Calculated values
charge: -1
HOMO level: -0.74 eV
frontier orbital gap: 0.12015 Eh
maximum force: 0.0457 hartree/bohr

This record from the OMol25 dataset describes a 2-piece molecular cluster, C2HF2O3 overall. The level of theory is ωB97M-V with the def2-TZVPD basis set.

Each line ends with the natural charge from an NBO analysis.
Geometry (Å):
C1 3.332 0.993 -0.243  1.037
C2 0.118 -2.203 -0.261  0.368
O1 3.598 1.243 -1.345  -0.534
O2 3.279 0.754 0.871  -0.506
O3 1.345 -2.501 0.305  -0.789
F1 -0.764 -2.162 0.945  -0.509
F2 0.028 -0.766 -0.603  -0.500
H1 1.442 -2.026 1.109  0.433

Calculated values
charge: -1
HOMO level: -2.45 eV
frontier orbital gap: 0.20281 Eh
maximum force: 0.0401 hartree/bohr

This record from the OMol25 dataset describes an isolated ion of composition C3H8NO2 and charge +1. The level of theory is ωB97M-V with the def2-TZVPD basis set.

Each line ends with the natural charge from an NBO analysis.
Geometry (Å):
C1 -1.353 -0.675 0.476  0.401
C2 0.660 -0.683 -1.132  -0.734
C3 -0.120 0.170 -0.114  0.304
N1 0.728 0.652 1.097  -0.717
O1 -2.486 -0.247 0.361  -0.436
O2 -0.617 1.405 -0.621  -0.686
H1 -0.892 -1.723 0.949  0.152
H2 1.659 -0.228 -1.489  0.263
H3 0.875 -1.765 -0.958  0.268
H4 0.169 -0.678 -2.180  0.303
H5 0.864 -0.068 1.782  0.436
H6 1.655 0.895 0.703  0.455
H7 0.399 1.527 1.680  0.482
H8 -1.540 1.417 -0.554  0.508

Calculated values
charge: +1
HOMO level: -15.25 eV
frontier orbital gap: 0.39730 Eh
maximum force: 0.0749 hartree/bohr

This record from the OMol25 dataset describes a 2-piece molecular cluster, CH4FNS2 overall. The level of theory is ωB97M-V with the def2-TZVPD basis set.

Each line ends with the natural charge from an NBO analysis.
Geometry (Å):
C1 -0.414 0.172 -0.627  -0.453
N1 -0.852 -1.150 -0.193  -0.598
F1 1.771 1.288 1.363  -0.566
S1 -1.941 -1.123 0.933  0.214
S2 -0.145 -2.441 -0.913  0.125
H1 -1.367 0.664 -1.152  0.229
H2 -0.056 0.815 0.215  0.251
H3 0.461 0.094 -1.368  0.230
H4 2.544 1.681 1.742  0.568

Calculated values
charge: 0
HOMO level (spin up / spin down): -8.67 / -8.66 eV
frontier orbital gap (spin up / spin down): 0.26207 / 0.26199 Eh
maximum force: 0.0646 hartree/bohr

This record from the OMol25 dataset describes C15H24ClF6IrN3O13P2S3 as an isolated structure. The level of theory is ωB97M-V with the def2-TZVPD basis set.

Each line ends with the Löwdin spin population.
Geometry (Å):
Ir1 -1.075 0.842 0.174  0.000
O1 0.066 3.733 2.657  0.000
P1 0.242 3.661 1.058  0.000
O2 1.211 4.604 0.518  0.000
O3 0.374 2.151 0.774  0.000
O4 -1.293 4.015 0.644  0.000
P2 -2.569 3.061 0.729  0.000
O5 -2.161 1.868 1.815  0.000
O6 -3.800 3.788 0.982  0.000
O7 -2.448 2.110 -0.502  0.000
H1 0.635 3.096 3.115  0.000
H2 -1.687 2.099 2.640  0.000
C1 4.527 -0.875 2.280  0.009
C2 4.590 0.076 1.091  0.037
S1 2.984 0.581 0.407  0.420
C3 3.060 -0.103 -1.278  0.017
C4 2.728 -1.588 -1.168  0.016
S2 1.435 -1.561 0.106  0.388
C5 1.632 -3.053 1.098  0.043
C6 2.583 -2.941 2.278  0.012
S3 4.316 -2.627 1.855  0.001
H3 3.743 -0.577 2.976  0.000
H4 5.477 -0.800 2.811  0.000
H5 5.199 -0.333 0.286  0.001
H6 5.039 1.019 1.411  0.011
H7 4.028 0.096 -1.738  0.002
H8 2.297 0.446 -1.829  0.001
H9 3.579 -2.156 -0.794  0.000
H10 2.364 -2.026 -2.098  0.003
H11 1.938 -3.841 0.407  0.009
H12 0.623 -3.271 1.456  0.002
H13 2.552 -3.895 2.808  0.000
H14 2.241 -2.184 2.979  0.000
C7 -4.400 -0.109 0.766  0.000
C8 -3.424 -1.252 0.503  0.000
O8 -2.189 -0.887 0.027  0.000
C9 -4.037 -2.161 -0.590  0.000
F1 -4.146 -1.470 -1.742  0.000
F2 -3.245 -3.228 -0.855  0.000
F3 -5.254 -2.635 -0.294  0.000
C10 -3.183 -2.053 1.807  0.000
F4 -2.176 -2.935 1.669  0.000
F5 -4.272 -2.749 2.192  0.000
F6 -2.854 -1.226 2.807  0.000
H15 -4.496 0.495 -0.132  0.000
H16 -4.037 0.516 1.576  0.000
H17 -5.376 -0.504 1.044  0.000
O9 0.452 -1.094 4.201  0.000
Cl1 0.409 0.023 3.319  0.000
O10 -0.452 1.046 3.830  0.002
O11 1.733 0.552 3.123  0.004
O12 -0.115 -0.453 2.034  0.008
C11 0.442 3.166 -4.386  0.000
N1 0.091 1.868 -3.818  0.001
C12 -0.093 0.776 -4.585  0.000
C13 -0.420 -0.402 -4.022  0.000
C14 -0.616 -0.456 -2.605  0.001
N2 -0.448 0.624 -1.820  0.000
C15 -0.027 1.828 -2.419  0.000
O13 0.241 2.822 -1.798  0.000
N3 -0.946 -1.633 -2.071  0.009
H18 0.325 3.104 -5.465  0.000
H19 1.468 3.429 -4.132  0.000
H20 -0.216 3.930 -3.980  0.000
H21 0.032 0.904 -5.652  0.000
H22 -0.581 -1.288 -4.615  0.000
H23 -1.194 -2.368 -2.709  0.000
H24 -1.428 -1.596 -1.158  0.001

Calculated values
charge: 0
HOMO level (spin up / spin down): -8.90 / -8.90 eV
<S²>: 0.76
frontier orbital gap (spin up / spin down): 0.31397 / 0.21304 Eh
spin multiplicity: 2
maximum force: 0.0229 hartree/bohr

This record from the OMol25 dataset describes C31H37N6O4S2SbSe4Ti as an isolated structure. The level of theory is ωB97M-V with the def2-TZVPD basis set.

Each line ends with the Löwdin charge.
Geometry (Å):
Ti1 0.894 -0.415 -0.095  0.807
C1 6.098 -3.369 -0.804  -0.089
C2 4.987 -3.226 -1.833  -0.282
N1 3.696 -3.685 -1.338  0.008
C3 2.797 -2.937 -0.688  -0.815
S1 3.192 -1.321 -0.179  0.743
N2 1.625 -3.475 -0.471  -0.017
N3 0.728 -2.616 0.066  -0.053
C4 -0.377 -3.133 0.490  -0.248
C5 -0.729 -4.575 0.356  -0.020
C6 -1.229 -2.221 1.258  -0.207
C7 -2.432 -2.605 1.829  0.012
C8 -3.076 -1.720 2.678  -0.035
C9 -2.483 -0.501 2.958  -0.028
C10 -1.293 -0.181 2.321  -0.121
N4 -0.702 -1.006 1.466  0.050
H1 7.044 -3.026 -1.225  0.074
H2 6.213 -4.411 -0.501  0.074
H3 5.881 -2.774 0.084  0.056
H4 5.201 -3.806 -2.729  0.093
H5 4.885 -2.187 -2.151  0.091
H6 3.349 -4.582 -1.649  0.138
H7 -0.018 -5.073 -0.293  0.032
H8 -1.729 -4.673 -0.068  0.073
H9 -0.728 -5.050 1.341  0.100
H10 -2.849 -3.577 1.612  0.119
H11 -4.021 -1.990 3.131  0.114
H12 -2.930 0.205 3.642  0.110
H13 -0.802 0.766 2.486  0.074
C11 2.677 2.193 6.014  -0.066
O1 3.198 3.081 5.037  -0.058
C12 3.016 2.769 3.742  -0.266
C13 3.577 3.686 2.821  0.005
C14 3.452 3.442 1.489  -0.007
C15 2.768 2.305 0.994  -0.120
C16 2.613 2.091 -0.408  -0.382
C17 3.210 3.021 -1.421  0.026
O2 1.948 1.141 -0.875  -0.304
C18 2.200 1.399 1.925  -0.326
O3 1.555 0.323 1.576  -0.252
C19 2.344 1.650 3.303  0.070
H14 2.934 2.624 6.976  0.094
H15 3.129 1.203 5.925  0.099
H16 1.592 2.109 5.928  0.097
H17 4.097 4.553 3.201  0.120
H18 3.884 4.142 0.787  0.115
H19 4.271 3.187 -1.234  0.096
H20 2.700 3.985 -1.368  0.102
H21 3.072 2.596 -2.411  0.096
H22 1.920 0.924 3.980  0.118
C20 -2.291 5.131 0.430  -0.078
C21 -1.755 4.585 -0.886  -0.248
N5 -2.332 3.301 -1.268  -0.118
C22 -3.525 3.307 -2.123  -0.195
C23 -4.824 3.219 -1.334  -0.068
C24 -1.826 2.141 -0.816  -0.648
S2 -0.503 2.134 0.249  0.875
N6 -2.499 1.037 -1.227  0.131
C25 -1.989 -0.159 -1.256  -0.406
O4 -0.761 -0.493 -1.106  -0.273
C26 -2.928 -1.289 -1.495  -0.132
C27 -4.299 -1.124 -1.305  -0.022
C28 -5.157 -2.194 -1.490  -0.077
C29 -4.656 -3.430 -1.887  -0.074
C30 -3.294 -3.593 -2.094  -0.078
C31 -2.431 -2.527 -1.888  -0.053
H23 -1.782 6.064 0.677  0.077
H24 -2.109 4.420 1.235  0.056
H25 -3.361 5.335 0.375  0.062
H26 -0.675 4.461 -0.818  0.076
H27 -1.962 5.281 -1.700  0.115
H28 -3.458 2.476 -2.820  0.113
H29 -3.495 4.231 -2.700  0.115
H30 -4.829 2.316 -0.724  0.060
H31 -5.674 3.180 -2.016  0.077
H32 -4.955 4.080 -0.678  0.061
H33 -4.674 -0.153 -1.011  0.100
H34 -6.221 -2.064 -1.335  0.101
H35 -5.331 -4.262 -2.045  0.103
H36 -2.889 -4.538 -2.433  0.082
H37 -1.370 -2.654 -2.069  0.056
Se1 -0.019 -1.042 -4.468  0.101
Sb1 1.362 -3.148 -4.156  -0.096
Se2 0.163 -5.002 -3.311  -0.025
Se3 3.342 -3.349 -5.426  -0.097
Se4 1.663 -0.939 -2.754  0.217

Calculated values
charge: 0
HOMO level: -7.41 eV
frontier orbital gap: 0.22603 Eh
maximum force: 0.0162 hartree/bohr

This record from the OMol25 dataset describes a 2-piece molecular cluster, C5H8N overall. The level of theory is ωB97M-V with the def2-TZVPD basis set.

Each line ends with the natural charge from an NBO analysis.
Geometry (Å):
C1 3.290 -0.592 -0.137  0.387
C2 0.441 -0.253 -0.219  0.226
C3 4.036 0.385 0.143  -0.513
C4 -2.844 -0.088 0.584  -0.625
C5 -2.057 0.100 -0.669  -0.261
N1 -0.695 -0.145 -0.428  -0.410
H1 2.463 -1.285 -0.044  0.299
H2 5.083 0.200 0.179  0.343
H3 3.796 1.438 0.135  0.357
H4 -2.230 -0.638 1.281  0.227
H5 -2.994 0.928 1.086  0.227
H6 -3.811 -0.551 0.542  0.244
H7 -2.010 1.167 -1.031  0.247
H8 -2.469 -0.665 -1.423  0.251

Calculated values
charge: +1
HOMO level: -15.02 eV
frontier orbital gap: 0.28914 Eh
maximum force: 0.0651 hartree/bohr

This record from the OMol25 dataset describes C38H56F3O7Zn as an isolated structure. The level of theory is ωB97M-V with the def2-TZVPD basis set.

Each line ends with the Löwdin spin population.
Geometry (Å):
Zn1 1.499 -3.490 -0.168  0.468
C1 -1.157 -0.027 -0.563  0.001
C2 -0.043 -0.555 0.254  0.005
O1 0.265 -1.921 0.227  0.070
H1 -2.047 -0.650 -0.478  0.000
H2 -0.865 -0.055 -1.613  0.000
H3 -1.303 0.997 -0.220  0.000
H4 -0.353 -0.404 1.288  0.001
H5 0.797 0.103 0.028  0.000
F1 3.006 5.453 -4.660  0.000
C3 1.908 4.804 -4.219  0.000
C4 1.998 3.686 -3.481  0.000
C5 0.815 3.069 -3.028  0.000
C6 -0.445 3.650 -3.306  0.000
C7 -0.501 4.757 -4.216  0.000
C8 0.669 5.269 -4.692  0.000
H6 2.949 3.264 -3.191  0.000
H7 0.890 2.185 -2.411  0.000
H8 -1.321 3.175 -2.891  0.000
H9 -1.411 5.229 -4.554  0.000
H10 0.652 6.139 -5.331  0.000
F2 3.059 -1.167 -4.791  0.000
C9 1.749 -0.882 -5.123  0.001
C10 1.159 -1.153 -6.377  0.000
C11 -0.182 -0.792 -6.702  0.000
C12 -0.971 -0.177 -5.718  0.000
C13 -0.443 0.068 -4.505  0.000
C14 0.873 -0.309 -4.198  0.001
H11 1.587 -1.661 -7.228  0.000
H12 -0.544 -1.018 -7.694  0.000
H13 -1.945 0.192 -6.005  0.000
H14 -0.911 0.710 -3.774  0.000
H15 1.238 -0.053 -3.215  0.000
F3 -0.668 -3.225 8.559  0.000
C15 -0.830 -2.948 7.206  0.000
C16 0.321 -2.670 6.434  0.000
C17 0.149 -2.214 5.112  0.000
C18 -1.119 -2.350 4.517  0.000
C19 -2.224 -2.727 5.274  0.000
C20 -2.068 -3.005 6.648  0.000
H16 1.247 -2.916 6.932  0.000
H17 1.030 -2.001 4.526  0.000
H18 -1.126 -2.147 3.456  0.001
H19 -3.203 -2.912 4.857  0.000
H20 -2.898 -3.291 7.277  0.000
C21 3.858 -0.029 -1.243  0.004
C22 3.861 -1.556 -1.473  0.020
O2 2.992 -2.258 -0.879  0.151
C23 4.985 -2.140 -2.405  0.003
H21 3.493 0.156 -0.233  0.000
H22 3.385 0.545 -2.040  0.001
H23 4.895 0.298 -1.327  0.000
H24 5.495 -1.385 -3.004  0.000
H25 4.713 -2.915 -3.122  0.001
H26 5.866 -2.512 -1.882  0.001
C24 1.994 2.666 1.365  0.000
C25 1.877 3.854 2.370  0.000
O3 1.227 3.704 3.433  0.000
C26 2.617 5.104 2.135  0.000
H27 1.555 1.737 1.728  0.000
H28 3.039 2.534 1.084  0.000
H29 1.363 2.910 0.510  0.000
H30 2.194 5.748 1.364  0.000
H31 3.668 4.863 1.972  0.000
H32 2.444 5.689 3.038  0.000
C27 3.636 -0.916 2.690  0.002
C28 3.548 -2.320 2.105  0.015
O4 2.457 -2.841 1.864  0.059
C29 4.876 -3.082 2.018  0.005
H33 4.450 -0.310 2.292  0.001
H34 3.981 -0.968 3.723  0.000
H35 2.711 -0.349 2.591  0.000
H36 5.547 -3.066 2.877  0.000
H37 5.309 -2.642 1.120  0.001
H38 4.730 -4.133 1.769  0.004
C30 -1.881 -6.133 -0.193  0.004
C31 -1.004 -5.589 0.927  0.025
O5 -0.096 -4.807 0.693  0.143
C32 -1.126 -6.079 2.369  0.004
H39 -2.701 -5.478 -0.486  0.001
H40 -2.278 -7.109 0.088  0.000
H41 -1.435 -6.273 -1.178  0.002
H42 -1.297 -5.266 3.074  0.000
H43 -0.161 -6.501 2.650  0.001
H44 -1.809 -6.928 2.404  0.001
C33 -3.259 3.812 -0.461  0.000
C34 -4.207 4.563 -1.387  0.000
O6 -4.311 5.779 -1.348  0.000
C35 -5.031 3.795 -2.424  0.000
H45 -2.791 4.624 0.095  0.000
H46 -2.499 3.255 -1.010  0.000
H47 -3.669 3.024 0.170  0.000
H48 -5.153 4.375 -3.339  0.000
H49 -5.981 3.483 -1.991  0.000
H50 -4.660 2.833 -2.780  0.000
C36 -4.018 0.311 1.526  0.000
C37 -5.203 1.294 1.678  0.000
O7 -5.616 2.102 0.846  0.000
C38 -6.015 1.113 2.974  0.000
H51 -4.358 -0.667 1.184  0.000
H52 -3.522 0.145 2.483  0.000
H53 -3.299 0.637 0.774  0.000
H54 -6.180 2.118 3.364  0.000
H55 -5.565 0.610 3.830  0.000
H56 -6.925 0.545 2.779  0.000

Calculated values
charge: 0
HOMO level (spin up / spin down): -5.09 / -7.43 eV
<S²>: 0.75
frontier orbital gap (spin up / spin down): 0.19522 / 0.27977 Eh
spin multiplicity: 2
maximum force: 0.1028 hartree/bohr